Entry 1:
Density functional theory data (ωB97M-V/def2-TZVPD) for a structure of composition C6H10O.

Structure (XYZ):
```
17
Properties=species:S:1:pos:R:3
C 0.582 -0.349 1.958
C 1.211 -0.631 0.612
C 0.533 -1.573 -0.340
C 0.588 -0.069 -0.636
C -0.984 1.163 -0.526
C -1.707 1.491 -1.743
O -1.497 1.322 -2.924
H 0.883 -1.096 2.700
H -0.510 -0.364 1.885
H 0.882 0.642 2.314
H 2.301 -0.647 0.613
H 1.150 -2.239 -0.948
H -0.407 -2.033 -0.026
H 1.184 0.263 -1.460
H -0.786 2.042 0.094
H -0.775 0.127 -0.239
H -2.649 1.952 -1.335
```

Results
Relative energy (zero: lowest compared OMol25 entry of this formula, charge and spin), eV: 4.4517
Charge: 0
E_tot, Eh: -309.6788
Multiplicity: 1
Gap between HOMO and LUMO, eV: 9.85
LUMO level, eV: 0.95
E_HOMO, hartree: -0.3269


Entry 2:
Density functional theory data (ωB97M-V/def2-TZVPD) for a cluster of 11 separate species, C32H44N10O8 in total.

Structure (XYZ):
```
94
Properties=species:S:1:pos:R:3
O 1.616 2.552 2.406
C 2.868 2.690 2.934
C 3.221 3.922 3.466
C 4.503 4.082 3.958
C 5.370 3.001 4.085
O 6.666 3.160 4.514
C 4.984 1.756 3.620
C 3.771 1.634 2.958
H 1.623 1.993 1.603
H 2.535 4.756 3.416
H 4.942 5.055 4.164
H 6.870 4.098 4.572
H 5.632 0.890 3.593
H 3.443 0.700 2.517
O 1.381 -3.475 -2.376
C 1.725 -3.744 -1.062
C 1.498 -2.732 -0.147
C 1.749 -2.928 1.198
C 2.297 -4.148 1.601
O 2.554 -4.408 2.930
C 2.502 -5.160 0.683
C 2.370 -4.911 -0.679
H 1.141 -4.251 -2.891
H 1.008 -1.828 -0.489
H 1.598 -2.111 1.894
H 1.949 -3.885 3.464
H 2.835 -6.100 1.110
H 2.653 -5.634 -1.433
O -6.022 -1.059 -1.008
C -5.932 -0.723 0.334
C -5.067 0.313 0.651
C -4.851 0.636 1.985
C -5.371 -0.192 2.970
O -5.112 0.035 4.291
C -6.255 -1.212 2.656
C -6.617 -1.403 1.330
H -6.428 -1.931 -1.077
H -4.557 0.817 -0.162
H -4.198 1.456 2.257
H -4.389 0.654 4.418
H -6.624 -1.826 3.466
H -7.403 -2.076 1.000
N -0.886 1.287 0.255
C 0.277 1.089 -0.438
N 0.142 0.917 -1.797
O 1.373 1.058 0.119
H -1.788 1.271 -0.183
H -0.721 1.425 1.240
H -0.751 1.205 -2.164
H 0.975 0.945 -2.358
N -1.009 -1.861 -2.292
C -2.308 -2.267 -2.147
N -3.137 -1.224 -1.794
O -2.682 -3.436 -2.238
H -0.165 -2.415 -2.291
H -0.753 -0.909 -2.087
H -4.053 -1.395 -1.418
H -2.791 -0.279 -1.775
C -0.681 4.281 4.280
C -1.268 3.095 3.720
N -1.699 2.128 3.278
H 0.163 3.996 4.916
H -1.347 4.795 4.972
H -0.333 4.952 3.503
C 3.323 -2.306 -4.912
C 2.096 -1.568 -4.633
N 1.121 -1.002 -4.411
H 3.213 -2.945 -5.777
H 3.599 -2.799 -3.976
H 4.124 -1.581 -5.076
C 0.616 3.384 -4.902
C 1.693 3.004 -3.994
N 2.533 2.680 -3.280
H 0.047 4.226 -4.529
H -0.012 2.521 -5.114
H 1.106 3.640 -5.847
C -1.463 -1.560 2.349
C -1.466 -3.012 2.248
N -1.509 -4.149 2.138
H -0.887 -1.193 3.197
H -2.497 -1.230 2.478
H -1.060 -1.086 1.455
C -4.241 1.396 -4.556
C -3.451 1.633 -3.364
N -2.789 1.746 -2.439
H -4.334 0.320 -4.678
H -3.742 1.827 -5.426
H -5.186 1.932 -4.502
C 4.229 0.299 -1.788
C 4.648 -1.085 -1.705
N 4.982 -2.192 -1.639
H 3.779 0.628 -0.847
H 3.418 0.397 -2.504
H 5.072 0.953 -1.986
```

Results
Relative energy (zero: lowest compared OMol25 entry of this formula, charge and spin), eV: 0.0000
Charge: 0
E_tot, Eh: -2395.2851
Multiplicity: 1
Gap between HOMO and LUMO, eV: 7.89
SMILES string: Oc1ccc(O)cc1.Oc1ccc(O)cc1.Oc1ccc(O)cc1.NC(N)=O.NC(N)=O.CC#N.CC#N.CC#N.CC#N.CC#N.CC#N
LUMO level, eV: 0.10
E_HOMO, hartree: -0.2860


Entry 3:
Density functional theory data (ωB97M-V/def2-TZVPD) for a structure of composition CH3N5O7S2.

Structure (XYZ):
```
18
Properties=species:S:1:pos:R:3
C 0.304 0.541 1.477
N -1.424 -2.355 1.511
N 1.935 0.447 -2.005
N 0.190 1.903 1.721
N -0.883 -0.214 1.559
N -0.847 -1.442 0.960
O 1.312 -0.119 1.339
O -1.543 -3.486 1.212
O 1.792 -0.838 -1.754
O -0.253 0.079 -1.013
O -0.178 -2.291 -1.417
O 0.235 2.382 -1.769
O -0.103 0.721 -3.537
S 0.515 -1.258 -0.741
S 0.433 1.032 -2.278
H -0.828 2.191 1.837
H 1.129 2.332 1.594
H -1.788 0.375 1.303
```

Results
Relative energy (zero: lowest compared OMol25 entry of this formula, charge and spin), eV: 0.5902
Charge: 0
E_tot, Eh: -1636.4228
Multiplicity: 1
Gap between HOMO and LUMO (spin up / spin down), eV: 7.20 / 7.37
LUMO level (spin up / spin down), eV: -2.39 / -2.28
E_HOMO (spin up / spin down), hartree: -0.3523 / -0.3548


Entry 4:
Density functional theory data (ωB97M-V/def2-TZVPD) for a structure of composition C24H33AlBeCl4F9GaKNO4.

Structure (XYZ):
```
79
Properties=species:S:1:pos:R:3
C -4.961 0.625 -2.649
C -3.988 0.463 -1.917
C -2.571 0.297 -1.272
Ga -1.886 -1.647 -1.237
C -2.586 -2.832 -2.769
C -3.111 -2.001 -4.054
F -3.603 -3.796 -2.308
H -5.783 0.342 -3.341
H -1.824 0.927 -1.851
H -2.581 0.728 -0.222
H -2.185 -2.401 0.156
H -0.274 -1.573 -1.351
H -1.702 -3.454 -3.115
H -3.019 -2.657 -5.006
H -2.499 -1.058 -4.093
H -4.233 -1.749 -3.848
K -4.868 -3.509 -4.611
F 0.699 6.193 -2.926
C -0.244 5.270 -3.149
C -0.303 4.643 -4.381
C -1.283 3.681 -4.603
C -2.195 3.362 -3.603
C -2.126 4.003 -2.374
C -1.142 4.958 -2.142
H 0.411 4.909 -5.154
H -1.338 3.173 -5.566
H -2.961 2.613 -3.782
H -2.838 3.759 -1.595
H -1.069 5.461 -1.185
Al 0.066 2.223 -6.544
F -2.147 -5.548 -2.600
C -1.089 -4.084 2.354
C -0.170 -2.886 2.490
O 0.392 -2.826 3.819
C 1.463 -3.577 4.038
O 1.977 -4.293 3.204
C 1.976 -3.374 5.465
F 0.982 -3.365 6.370
F 2.624 -2.209 5.599
F 2.830 -4.342 5.840
H -1.856 -4.069 3.132
H -1.575 -4.085 1.378
H -0.536 -5.023 2.469
H -0.739 -1.968 2.348
H 0.617 -2.896 1.733
Cl -2.568 -5.773 -0.913
C 3.127 6.896 -4.334
C 4.353 7.009 -3.442
O 5.429 6.151 -3.826
C 6.272 6.517 -4.909
O 6.731 7.719 -4.785
C 5.617 6.259 -6.336
F 4.869 5.143 -6.309
F 6.563 6.052 -7.254
F 4.841 7.244 -6.777
H 2.930 5.857 -4.605
H 2.256 7.303 -3.826
H 3.251 7.466 -5.252
H 4.063 6.673 -2.444
H 4.672 8.048 -3.325
H 7.023 5.695 -4.870
Be 0.856 -6.121 4.558
C -8.868 0.278 -1.347
Cl -9.903 -1.151 -1.470
Cl -7.181 -0.137 -1.701
Cl -9.432 1.550 -2.434
H -8.920 0.650 -0.328
C 2.004 -5.607 8.867
C 2.611 -4.740 9.964
C 3.962 -5.267 10.458
C 3.798 -6.635 11.023
N 3.670 -7.692 11.461
H 1.793 -6.618 9.223
H 1.057 -5.180 8.526
H 2.675 -5.678 8.007
H 1.909 -4.682 10.800
H 2.743 -3.724 9.584
H 4.362 -4.608 11.231
H 4.683 -5.303 9.638
```

Results
Charge: +2
E_tot, Eh: -6810.2597
Multiplicity: 1
Gap between HOMO and LUMO, eV: 0.85
LUMO level, eV: -10.73
E_HOMO, hartree: -0.4257


no.,largest force on an atom (Eh/bohr)
1,0.0452
2,0.0277
3,0.0991
4,0.0847